# C20H62O26P6

8 unconnected molecules or ions with the total composition C20H62O26P6 in a non-equilibrium geometry (the ωB97M-V functional and the def2-TZVPD basis, the OMol25 dataset).

The gap between HOMO and LUMO is 0.37539 Eh. As for the HOMO energy: -9.929 eV. The total energy is -4804.0945 hartree. As for the relative energy (zero: lowest compared OMol25 entry of this formula, charge and spin): 1.464 eV. The multiplicity is 1. The total charge is 0.

Last column: Mulliken charge in e.
Atoms and positions in Å:
C: -1.632 -0.411 5.684  -0.94
O: -1.923 -0.642 4.308  0.05
P: -3.293 -1.380 3.900  0.55
O: -3.388 -2.795 4.298  -0.77
O: -4.461 -0.462 4.487  -0.39
C: -4.511 0.919 4.202  -0.61
O: -3.320 -1.124 2.335  0.32
C: -2.385 -1.796 1.505  -0.61
H: -2.524 -0.312 6.304  0.41
H: -1.146 0.564 5.720  0.28
H: -0.967 -1.158 6.107  0.25
H: -4.590 1.484 5.136  0.29
H: -5.376 1.168 3.589  0.24
H: -3.625 1.355 3.731  0.24
H: -2.891 -2.280 0.670  0.31
H: -1.737 -2.547 1.957  0.24
H: -1.696 -1.029 1.146  0.15
C: 6.485 -0.624 3.858  -0.70
O: 5.135 -0.210 3.932  -0.33
P: 4.035 -0.724 2.899  0.65
O: 4.329 -2.061 2.355  -0.67
O: 2.702 -0.602 3.754  -0.42
C: 1.449 -0.780 3.097  -0.04
O: 3.870 0.467 1.843  0.30
C: 4.879 0.646 0.851  -0.32
H: 6.805 -1.226 4.709  0.26
H: 7.122 0.263 3.844  0.28
H: 6.680 -1.195 2.949  0.31
H: 0.768 0.061 3.233  0.20
H: 0.941 -1.604 3.603  0.15
H: 1.487 -1.053 2.044  -0.11
H: 5.473 1.555 0.907  0.28
H: 4.340 0.639 -0.098  -0.27
H: 5.546 -0.217 0.768  0.41
C: -6.694 1.674 -2.802  -0.63
O: -6.766 1.551 -1.384  -0.29
P: -7.032 0.126 -0.703  0.77
O: -7.728 -0.827 -1.571  -0.72
O: -7.742 0.568 0.653  -0.29
C: -9.115 0.911 0.636  -0.75
O: -5.606 -0.325 -0.149  -0.01
C: -4.564 -0.575 -1.085  -0.29
H: -7.386 2.481 -3.055  0.30
H: -6.997 0.800 -3.377  0.37
H: -5.693 1.968 -3.120  0.10
H: -9.608 0.862 -0.337  0.33
H: -9.228 1.896 1.085  0.27
H: -9.684 0.190 1.230  0.28
H: -3.708 -0.024 -0.698  0.16
H: -4.774 -0.134 -2.063  0.11
H: -4.281 -1.608 -1.279  0.27
C: -0.129 4.061 -0.009  -0.71
O: 1.233 4.201 0.405  -0.38
P: 2.440 3.838 -0.568  0.37
O: 2.317 2.572 -1.314  0.04
O: 2.453 5.130 -1.515  -0.33
C: 3.569 5.445 -2.320  -0.72
O: 3.750 3.929 0.325  -0.20
C: 4.095 5.108 1.038  -0.84
H: -0.214 3.723 -1.038  0.32
H: -0.614 5.011 0.214  0.35
H: -0.653 3.348 0.632  0.20
H: 4.340 4.675 -2.323  0.28
H: 4.027 6.404 -2.058  0.31
H: 3.235 5.639 -3.343  0.31
H: 3.289 5.838 1.147  0.34
H: 4.915 5.645 0.563  0.29
H: 4.363 4.829 2.056  0.30
C: 2.409 -1.120 -7.243  -0.65
O: 3.395 -0.241 -6.755  -0.33
P: 3.164 0.610 -5.437  0.88
O: 1.788 1.091 -5.223  -0.59
O: 3.724 -0.342 -4.273  -0.37
C: 3.121 -0.379 -2.980  -0.22
O: 4.250 1.774 -5.561  -0.45
C: 4.600 2.435 -4.339  -0.36
H: 2.823 -2.108 -7.474  0.28
H: 2.007 -0.805 -8.206  0.26
H: 1.628 -1.314 -6.509  0.28
H: 2.884 -1.412 -2.737  0.24
H: 2.186 0.177 -2.913  0.19
H: 3.812 0.079 -2.276  0.17
H: 5.407 1.851 -3.885  0.29
H: 3.796 2.524 -3.608  0.01
H: 5.040 3.387 -4.626  0.35
C: 2.125 -3.215 0.115  -0.06
O: 0.881 -3.955 0.149  -0.47
P: 0.476 -4.762 1.445  1.06
O: 0.321 -3.862 2.609  -0.55
O: 1.586 -5.906 1.545  -0.35
C: 1.630 -6.802 2.647  -0.72
O: -0.868 -5.490 1.005  -0.33
C: -1.954 -5.593 1.948  -0.49
H: 2.777 -3.369 0.971  0.33
H: 1.904 -2.198 -0.193  -0.36
H: 2.676 -3.668 -0.717  0.36
H: 1.482 -7.816 2.279  0.27
H: 0.892 -6.542 3.408  0.32
H: 2.601 -6.761 3.141  0.27
H: -2.893 -5.739 1.421  0.23
H: -1.981 -4.695 2.562  0.24
H: -1.793 -6.472 2.574  0.29
C: -0.156 0.251 -0.882  -0.72
O: 1.200 -0.067 -0.564  0.21
H: -0.786 -0.607 -1.083  0.46
H: -0.588 0.988 -0.200  0.18
H: -0.062 0.828 -1.815  0.28
H: 1.731 0.727 -0.710  -0.35
C: -2.489 0.873 -3.729  -0.87
O: -2.780 1.523 -2.501  -0.34
H: -1.998 -0.082 -3.531  0.26
H: -3.421 0.566 -4.215  0.34
H: -1.842 1.417 -4.416  0.45
H: -3.099 2.404 -2.717  0.20